DFT (ωB97M-V with the def2-TZVPD basis set) results for a structure of composition C54H50N6O5S6Ti in a non-equilibrium geometry.

The geometry in XYZ format:
```
122
Properties=species:S:1:pos:R:3:forces:R:3
Ti 0.4306 1.0809 0.5268 -0.1123 -1.7204 -0.5695
N -1.0833 0.2251 -0.2538 -0.3546 0.3244 0.0487
S -2.2892 -0.5671 0.0941 0.2307 -0.3667 -0.0968
N -2.0788 -2.1196 0.4846 -0.0036 0.0833 0.1756
S -1.4357 -2.8012 1.7280 -0.2304 0.1564 -0.1586
N -1.1682 -1.9958 3.0352 0.0505 -0.2429 0.1321
S 0.1159 -1.0041 3.1428 -0.2122 -0.0301 -0.2941
N 0.4658 -0.2593 1.9216 0.0822 0.4164 0.3168
C -0.3867 -0.0370 4.5315 0.0250 0.0737 0.0844
C -0.4118 1.3371 4.3748 0.0120 0.0713 0.0364
C -0.7954 2.1225 5.4573 0.0319 -0.0604 -0.1067
C -1.1344 1.5286 6.6594 -0.0032 -0.0071 0.0192
C -1.0968 0.1448 6.7993 0.0020 -0.0513 0.0160
C -0.7191 -0.6527 5.7361 -0.0482 0.1319 -0.0723
C 1.4608 -2.0007 3.6976 0.0987 -0.1082 -0.0281
C 2.7271 -1.5586 3.3370 0.0214 -0.0933 0.0558
C 3.8300 -2.2768 3.7770 -0.0610 0.0349 -0.0106
C 3.6561 -3.4064 4.5622 0.0136 0.0160 -0.0197
C 2.3821 -3.8376 4.9086 -0.0581 -0.0306 0.0048
C 1.2689 -3.1390 4.4734 0.0904 0.0789 -0.0203
C -0.0315 -3.6601 1.1139 0.2142 -0.0759 0.0175
C 0.6924 -3.0710 0.0856 -0.0394 -0.0313 -0.0113
C 1.8759 -3.6696 -0.3158 -0.0530 0.0282 0.0191
C 2.3054 -4.8377 0.2994 -0.0144 0.0351 -0.0159
C 1.5565 -5.4266 1.3098 -0.0708 -0.0030 0.0608
C 0.3763 -4.8384 1.7340 0.1017 0.1390 -0.0728
C -2.5707 -4.0399 2.2450 -0.1063 -0.0799 -0.1401
C -3.0595 -4.8748 1.2422 -0.0716 -0.0367 0.1641
C -3.9565 -5.8678 1.5944 0.0510 0.0526 -0.0286
C -4.3513 -6.0091 2.9199 0.0045 0.0012 -0.0144
C -3.8586 -5.1623 3.9003 0.0350 0.0495 0.0327
C -2.9543 -4.1609 3.5719 -0.0159 -0.0716 -0.0771
C -3.3042 0.1324 1.3547 -0.0611 0.1281 0.1127
C -3.2694 1.5162 1.4819 -0.0496 0.0006 0.0343
C -4.0535 2.1137 2.4596 0.0833 -0.0309 -0.0899
C -4.8565 1.3344 3.2768 -0.0313 -0.0269 0.0292
C -4.8939 -0.0474 3.1263 0.0368 -0.0066 -0.0355
C -4.1171 -0.6617 2.1594 0.0356 0.0528 -0.0058
C -3.2971 -0.7663 -1.3397 -0.0505 -0.0205 0.0132
C -4.6808 -0.7844 -1.2546 0.0211 -0.0019 -0.1320
C -5.4088 -0.9594 -2.4242 0.0311 0.0142 0.0835
C -4.7532 -1.1081 -3.6367 -0.0151 0.0079 0.0020
C -3.3661 -1.0835 -3.6997 0.0341 0.0215 0.0116
C -2.6220 -0.9133 -2.5453 -0.1363 -0.0254 0.0427
H -0.1404 1.7968 3.4356 -0.0006 -0.0172 0.0238
H -0.8171 3.1974 5.3533 0.0010 0.0419 -0.0152
H -1.4234 2.1433 7.4998 -0.0147 0.0187 0.0366
H -1.3572 -0.3118 7.7439 -0.0010 -0.0072 0.0146
H -0.6863 -1.7243 5.8484 0.0074 -0.1070 -0.0038
H 2.8403 -0.6764 2.7229 -0.0110 0.0556 -0.0275
H 4.8238 -1.9490 3.5092 0.0325 0.0131 -0.0167
H 4.5190 -3.9579 4.9061 0.0407 -0.0278 0.0217
H 2.2567 -4.7229 5.5164 -0.0082 -0.0146 0.0087
H 0.2756 -3.4800 4.7238 -0.0836 -0.0259 0.0061
H 0.3238 -2.1735 -0.3948 0.0193 -0.0162 0.0191
H 2.4556 -3.2218 -1.1105 0.0194 0.0191 -0.0188
H 3.2269 -5.3026 -0.0194 0.0470 -0.0263 -0.0249
H 1.8902 -6.3481 1.7665 -0.0047 -0.0016 0.0087
H -0.2118 -5.2900 2.5188 -0.0556 -0.0278 0.0785
H -2.7493 -4.7478 0.2159 0.0352 0.0203 -0.0930
H -4.3490 -6.5304 0.8365 -0.0028 -0.0132 -0.0205
H -5.0511 -6.7871 3.1878 -0.0389 -0.0385 0.0173
H -4.1768 -5.2786 4.9263 -0.0062 0.0052 0.0322
H -2.5687 -3.4854 4.3183 0.0442 0.0600 0.0578
H -2.6406 2.1153 0.8377 -0.0066 -0.0119 0.0143
H -4.0343 3.1877 2.5753 0.0070 0.0361 -0.0049
H -5.4674 1.8055 4.0345 -0.0110 0.0091 0.0200
H -5.5316 -0.6453 3.7614 -0.0244 -0.0265 0.0218
H -4.1505 -1.7352 2.0325 0.0064 -0.0323 -0.0190
H -5.1871 -0.6481 -0.3115 -0.0344 0.0039 0.0694
H -6.4887 -0.9686 -2.3852 -0.0234 0.0040 0.0076
H -5.3282 -1.2366 -4.5425 -0.0208 -0.0031 -0.0387
H -2.8607 -1.1842 -4.6493 0.0441 -0.0180 -0.0534
H -1.5423 -0.8901 -2.5748 0.0343 -0.0240 0.0056
S 4.5939 1.2927 -1.0256 0.0327 -0.0415 0.2628
C 3.6515 1.7480 -2.3091 -0.5854 -0.3744 0.2005
N 4.0474 2.5618 -3.2634 0.2061 0.2398 -0.3015
C 3.2256 2.8438 -4.4353 -0.0386 0.0734 -0.0397
C 1.7970 2.9880 -4.0027 0.0533 0.1054 -0.1008
N 1.3985 1.7949 -3.2578 -0.1826 0.0788 0.1047
C -0.0342 1.4512 -3.3907 -0.0172 -0.1446 0.3922
C -0.3438 0.8373 -4.7256 0.0502 -0.0529 -0.0317
C -0.9134 1.5801 -5.7516 -0.0783 -0.0253 0.0398
C -1.1997 0.9839 -6.9721 -0.0210 0.0272 -0.0183
C -0.9166 -0.3574 -7.1720 -0.0103 -0.0175 0.0121
C -0.3446 -1.1067 -6.1513 -0.0016 0.0317 -0.0038
C -0.0607 -0.5114 -4.9335 0.0974 0.0325 -0.0753
C 2.2088 1.2046 -2.4293 0.2429 -0.1658 -0.0852
S 1.7213 -0.1530 -1.5051 0.2005 0.1044 0.3310
C 5.3179 3.2935 -3.2071 0.1800 -0.0770 0.0975
C 5.0456 4.7712 -3.0766 0.0259 0.0414 0.0417
C 4.1590 5.2283 -2.1030 0.0108 -0.0453 -0.0085
C 3.9093 6.5825 -1.9661 0.0179 0.0417 -0.0342
C 4.5485 7.4933 -2.7987 -0.0006 -0.0488 0.0103
C 5.4336 7.0435 -3.7645 0.0032 0.0422 -0.0158
C 5.6788 5.6844 -3.9071 -0.0390 -0.0177 0.0154
H 3.3482 2.0478 -5.1758 -0.0384 0.0074 0.0187
H 3.5750 3.7816 -4.8670 -0.0259 -0.0570 0.0063
H 1.1350 3.0784 -4.8633 0.0799 -0.0099 0.0306
H 1.6610 3.8578 -3.3517 0.0049 -0.0208 -0.0448
H -0.5862 2.3772 -3.2198 0.0201 0.0154 -0.0609
H -0.2606 0.7616 -2.5757 -0.0525 0.2677 -0.1660
H -1.1625 2.6220 -5.5919 -0.0040 0.0551 0.0125
H -1.6463 1.5680 -7.7645 -0.0195 0.0120 -0.0185
H -1.1457 -0.8216 -8.1197 0.0039 -0.0257 -0.0672
H -0.1200 -2.1521 -6.3080 0.0079 -0.0542 -0.0061
H 0.3940 -1.0899 -4.1389 0.0213 -0.0364 0.0562
H 5.8747 3.0673 -4.1188 0.0099 0.0576 -0.0030
H 5.8844 2.9119 -2.3561 -0.0716 0.0716 -0.1746
H 3.6676 4.5259 -1.4382 0.0009 -0.0252 0.0318
H 3.2234 6.9278 -1.2054 -0.0262 0.0165 0.0334
H 4.3574 8.5504 -2.6904 -0.0116 0.0692 0.0040
H 5.9328 7.7496 -4.4133 0.0125 0.0174 -0.0152
H 6.3665 5.3368 -4.6671 0.0443 -0.0197 -0.0328
O 2.4059 1.4767 1.1672 0.7330 0.1260 -0.3358
H 2.5036 2.4510 1.2662 -0.0116 -0.0957 0.0025
H 3.1370 1.2030 0.5174 -0.6066 0.2596 0.3598
O 0.6546 2.6270 -0.6725 0.1479 0.4330 -0.2335
S 0.3162 3.6644 0.4115 -0.0697 0.3235 0.0075
O -0.6654 4.5956 -0.0107 -0.1175 -0.0971 0.0270
O -0.2959 2.5851 1.3991 0.2639 0.2398 0.1195
O 1.5328 4.1545 1.0000 0.0599 0.0179 0.0146
```
Forces are in eV/Å.

Properties
Total charge: +2
Frontier orbital gap: 7.3 eV
Calculated total energy: -164100.524 eV
E_LUMO: -5.27 eV
2S+1: 1

DFT (ωB97M-V with the def2-TZVPD basis set) results for the molecule C4H7NO2.

The geometry in XYZ format:
```
14
Properties=species:S:1:pos:R:3:forces:R:3
C -1.2115 -1.0505 0.7610 -0.0340 -0.0453 0.0627
C -0.3304 -0.3119 -0.2374 -0.0473 -0.0579 0.0644
C -0.8378 1.1066 -0.4710 -0.1201 0.2781 0.2527
O -1.2985 1.7931 0.4052 0.0825 -0.3030 -0.4462
C 1.1139 -0.1452 0.2658 0.0977 -0.0696 0.2046
N 1.9018 0.5938 -0.5733 0.0798 -0.0553 0.0057
O 1.4998 -0.5705 1.3335 -0.1422 0.1914 -0.4014
H -1.3626 -0.4313 1.6479 0.0428 -0.1193 -0.1192
H -2.1877 -1.2581 0.3103 0.1393 0.0334 0.0900
H -0.7559 -1.9930 1.0704 -0.0044 0.1337 -0.0724
H -0.2905 -0.8386 -1.2015 -0.0052 0.1340 0.1244
H -0.7197 1.5082 -1.5001 -0.0492 0.0194 0.0803
H 1.6358 0.7882 -1.5253 0.0182 -0.0122 0.1895
H 2.8432 0.8092 -0.2854 -0.0581 -0.1274 -0.0352
```
Forces are in eV/Å.

Properties
SMILES string: C[C@@H](C=O)C(N)=O
Frontier orbital gap: 10.6 eV
Calculated total energy: -9846.699 eV
E_LUMO: 0.65 eV
2S+1: 1

DFT (ωB97M-V with the def2-TZVPD basis set) results for the molecule C3H4N2O.

The geometry in XYZ format:
```
10
Properties=species:S:1:pos:R:3:forces:R:3
C -1.3787 -0.6835 -0.1682 -0.2725 -0.2435 -0.0378
C 0.1352 0.9016 0.7635 0.4627 0.2830 -0.2957
C 1.4128 1.1175 0.3429 0.1501 0.1663 0.1853
O 1.9532 0.0187 -0.2756 0.0095 0.0451 0.0697
N 1.0266 -0.9181 -0.3438 -0.6874 0.3918 0.0161
N -0.0109 -0.3669 0.2340 -0.0792 0.3567 -0.3440
H -1.4213 -1.5262 -0.8515 0.0961 -0.1584 0.1628
H -2.0051 -0.8046 0.7130 0.1178 -0.1747 -0.0693
H -1.6930 0.2332 -0.6775 -0.1816 -0.4293 0.0179
H 1.9812 2.0284 0.2632 0.3845 -0.2371 0.2950
```
Forces are in eV/Å.

Properties
Frontier orbital gap: 9.1 eV
Calculated total energy: -8198.889 eV
E_LUMO: 0.11 eV
2S+1: 1

DFT (ωB97M-V with the def2-TZVPD basis set) results for a structure of composition C35H46FN9O5PbS4Si.

The geometry in XYZ format:
```
102
Properties=species:S:1:pos:R:3:forces:R:3
Pb 0.4236 0.1866 -0.3013 -0.0895 0.1788 0.0620
C -0.6734 2.0334 4.5544 0.0401 -0.0258 -0.0210
N 0.3805 1.0309 4.4273 -0.0139 0.0403 0.0175
C 1.6310 1.3105 5.1348 -0.0343 -0.0209 -0.0304
C 2.7207 0.7731 4.2106 -0.0474 -0.0394 -0.0189
N 1.9611 -0.0690 3.3124 0.0359 0.0194 -0.0244
C 2.6338 -0.6760 2.1951 0.0059 -0.0150 0.0188
C 0.6448 0.3218 3.2665 -0.0841 -0.0875 -0.0738
N -0.1501 -0.0539 2.3205 0.0891 0.0815 0.0941
C -1.5881 0.0953 2.4653 0.0314 0.0088 0.0628
C -2.2844 -0.5117 1.2508 0.0288 -0.0033 -0.0919
N -2.1495 0.3312 0.0678 -0.0589 -0.1256 -0.0283
C -2.9053 1.3733 -0.0790 0.0136 -0.0173 -0.0656
N -2.8568 2.1662 -1.2108 0.0433 0.0319 0.0445
C -1.6682 2.2640 -2.0356 -0.0532 -0.0059 0.0703
C -3.5646 3.4138 -0.9756 0.0206 -0.0416 -0.0193
C -4.5702 3.0035 0.0810 0.0686 -0.0587 0.0162
N -3.9025 1.8821 0.7307 -0.0302 0.0661 0.0722
C -4.6571 1.2344 1.7773 -0.0037 -0.0468 -0.0707
H -0.4688 2.6042 5.4599 0.0021 -0.0037 0.0197
H -1.6534 1.5726 4.6789 0.0054 -0.0008 -0.0263
H -0.6887 2.7187 3.7017 -0.0182 -0.0155 -0.0261
H 1.6383 0.8149 6.1117 -0.0076 -0.0011 0.0064
H 1.7423 2.3843 5.2899 0.0004 0.0190 0.0035
H 3.4679 0.1821 4.7470 0.0029 0.0062 -0.0129
H 3.2143 1.5792 3.6579 0.0169 0.0162 -0.0175
H 1.9303 -1.3006 1.6527 0.0016 -0.0125 0.0038
H 3.0527 0.0815 1.5244 0.0019 -0.0134 -0.0021
H 3.4373 -1.3218 2.5582 -0.0006 -0.0023 0.0120
H -1.8862 1.1460 2.5265 0.0354 0.0076 0.0119
H -1.9386 -0.4193 3.3749 0.0018 -0.0039 -0.0017
H -3.3231 -0.7556 1.4771 -0.0303 -0.0013 -0.0014
H -1.7955 -1.4618 1.0253 -0.0072 0.0297 0.0045
H -1.3156 1.2697 -2.2981 0.0213 0.0381 0.0565
H -0.8826 2.8306 -1.5232 -0.0059 -0.0199 -0.0103
H -1.9386 2.7852 -2.9577 -0.0014 0.0259 0.0225
H -4.0383 3.7598 -1.8963 -0.0247 -0.0001 -0.0235
H -2.8677 4.1661 -0.5918 -0.0314 0.0058 -0.0135
H -5.5154 2.6767 -0.3667 -0.0301 0.0058 -0.0176
H -4.7591 3.7963 0.8069 0.0073 0.0136 0.0123
H -5.2774 2.0010 2.2433 -0.0136 0.0116 -0.0054
H -4.0217 0.8214 2.5558 -0.0047 0.0172 -0.0102
H -5.3213 0.4483 1.3966 0.0083 -0.0003 0.0008
O 1.8200 7.3963 -1.3608 -0.0049 -0.0560 0.1374
C 1.5850 6.3668 -0.7520 -0.0154 -0.0133 -0.2177
S 2.7839 5.1512 -0.3396 -0.0157 0.0342 0.0411
C 1.7257 3.9881 0.4802 -0.0261 -0.0288 -0.0934
C 0.4155 4.3213 0.5414 0.0083 -0.0392 0.0538
S -0.9380 3.4684 1.2377 0.1616 0.1184 0.0631
S -0.0126 5.8694 -0.2095 0.0312 0.0369 0.0402
S 2.5450 2.5741 1.1010 0.0378 0.0157 0.1296
N 3.0862 0.6289 -1.6494 0.1189 -0.1095 0.1027
C 4.0288 -0.3632 -1.8410 0.0217 0.0780 -0.0158
C 4.1052 -1.0499 -3.0606 -0.0021 0.0068 0.0018
C 5.0139 -2.0797 -3.2252 -0.0166 -0.0070 0.0163
C 5.8640 -2.4628 -2.1920 -0.0093 0.0186 -0.0017
C 5.7935 -1.7785 -0.9846 -0.0072 0.0096 -0.0009
C 4.8972 -0.7362 -0.8072 -0.0176 -0.0091 0.0119
H 2.6965 1.0361 -2.4860 -0.0687 -0.0440 0.0191
H 3.2085 1.2783 -0.8658 -0.0406 0.0163 -0.1656
H 3.4053 -0.7904 -3.8472 0.0048 -0.0066 0.0118
H 5.0430 -2.6071 -4.1724 0.0016 0.0070 0.0110
H 6.5639 -3.2788 -2.3244 -0.0031 0.0044 -0.0006
H 6.4480 -2.0557 -0.1653 -0.0060 0.0030 -0.0059
H 4.8598 -0.1978 0.1334 -0.0099 -0.0164 -0.0245
F -4.6979 -0.7560 -1.4030 -0.0917 -0.0532 0.1193
C -4.1885 -0.2301 -2.5254 -0.0433 0.0206 -0.1048
C -3.0738 -0.7169 -3.0744 0.0604 -0.1155 0.0013
N -2.5325 -0.1934 -4.2266 0.0272 0.0481 -0.1245
C -1.2913 -0.7572 -4.7724 -0.0659 0.0859 0.0288
C -0.0626 -0.5416 -3.8568 0.0868 -0.3045 0.0560
O 1.0336 -0.4107 -4.4082 -0.1236 0.0849 0.0718
O -0.3346 -0.6191 -2.6244 0.1038 0.1145 -0.1286
C -3.0856 0.9104 -4.8339 0.0383 -0.1015 -0.0125
O -2.6526 1.4348 -5.8426 -0.0098 0.0041 0.0187
N -4.2289 1.3916 -4.2149 0.0581 -0.0371 -0.0610
C -4.8633 0.9239 -3.0751 0.0817 -0.0369 0.0950
O -5.8670 1.4575 -2.6436 -0.1367 0.0491 0.0182
H -2.5252 -1.5257 -2.6171 -0.0183 0.0079 -0.0025
H -1.1241 -0.3117 -5.7443 -0.0031 0.0455 -0.0450
H -1.4296 -1.8346 -4.8889 0.0158 -0.0108 -0.0181
H -4.6251 2.2133 -4.6420 -0.0282 0.0584 -0.0293
C 1.6928 -3.2423 -1.8156 0.0394 -0.0648 -0.0440
Si 0.5335 -2.6737 -0.4321 0.0241 0.1245 0.0125
C -1.1161 -3.5351 -0.8537 -0.0593 -0.0006 -0.0465
C 1.1090 -3.6015 1.1354 -0.0380 -0.0369 0.0400
C 2.3423 -4.2525 1.2370 0.0210 -0.0027 -0.0062
C 2.7757 -4.8184 2.4316 -0.0206 0.0115 -0.0003
C 1.9801 -4.7488 3.5667 -0.0104 0.0077 -0.0160
C 0.7460 -4.1120 3.4923 0.0064 -0.0023 -0.0122
C 0.3245 -3.5504 2.2960 0.0203 -0.0051 0.0118
H 2.7479 -3.1424 -1.5452 -0.0255 0.0313 -0.0159
H 1.5373 -2.6241 -2.7040 -0.0065 -0.0217 0.0269
H 1.5069 -4.2901 -2.0847 0.0301 0.0243 0.0286
H -0.9670 -4.6201 -0.8860 -0.0116 0.0161 0.0040
H -1.4420 -3.2130 -1.8474 0.0102 -0.0046 0.0407
H -1.9232 -3.3232 -0.1478 0.0233 -0.0040 -0.0304
H 2.9914 -4.3059 0.3686 -0.0240 0.0022 0.0200
H 3.7429 -5.3074 2.4761 -0.0021 -0.0008 0.0031
H 2.3199 -5.1780 4.5026 -0.0027 0.0026 -0.0063
H 0.1194 -4.0373 4.3747 0.0079 -0.0023 -0.0094
H -0.6265 -3.0260 2.2712 0.0319 -0.0132 0.0039
```
Forces are in eV/Å.

Properties
Total charge: -2
Frontier orbital gap: 5.1 eV
Calculated total energy: -119879.777 eV
E_LUMO: 4.20 eV
2S+1: 1